# 1
Here is C28H38As3F5LuN6O4S as an isolated structure in a non-equilibrium geometry from the OMol25 dataset. Energies are from ωB97M-V/def2-TZVPD.

ΔE to the lowest compared entry with this formula, charge and spin in eV: 1.531
Kohn-Sham gap in eV: 4.02
Net charge: +1

Atoms and positions in Å:
1 Lu 1.949 2.000 -2.129
2 C -3.461 -5.183 1.811
3 As -2.999 -3.259 1.470
4 C -1.464 -3.382 0.267
5 C -2.165 -2.742 3.261
6 C -3.057 -1.864 4.151
7 C -4.629 -2.089 4.002
8 C -2.828 -0.337 3.831
9 As -3.127 0.229 1.920
10 C -5.036 0.923 1.899
11 C -2.193 1.914 2.202
12 C -2.928 -2.165 5.619
13 As -1.166 -2.342 6.642
14 C -0.006 -1.005 5.732
15 C -0.334 -4.100 6.133
16 H -4.194 -5.254 2.641
17 H -2.643 -5.879 2.073
18 H -3.986 -5.646 0.944
19 H -0.835 -4.234 0.572
20 H -0.876 -2.463 0.321
21 H -1.908 -3.546 -0.716
22 H -1.275 -2.174 3.035
23 H -1.889 -3.720 3.639
24 H -4.996 -1.680 2.983
25 H -5.128 -1.655 4.805
26 H -4.811 -3.190 3.896
27 H -1.831 -0.026 4.128
28 H -3.484 0.282 4.501
29 H -5.227 1.760 2.638
30 H -5.786 0.155 2.153
31 H -5.337 1.308 0.862
32 H -1.321 1.866 2.905
33 H -2.881 2.752 2.302
34 H -1.746 2.091 1.170
35 H -3.478 -3.036 6.004
36 H -3.385 -1.339 6.245
37 H 1.044 -1.192 5.642
38 H -0.224 0.015 6.137
39 H -0.214 -0.946 4.630
40 H 0.578 -4.008 5.588
41 H -1.012 -4.738 5.502
42 H -0.174 -4.621 7.092
43 N 3.301 0.357 -0.254
44 N 4.560 -0.078 -0.671
45 C 4.842 0.263 -1.952
46 N 5.967 -0.209 -2.518
47 N 3.943 1.030 -2.581
48 N 4.187 1.598 -3.798
49 O 3.121 2.224 -4.214
50 O 5.199 1.578 -4.490
51 H 3.488 1.027 0.478
52 H 2.747 -0.432 0.048
53 H 4.972 -0.955 -0.295
54 H 6.826 -0.122 -2.019
55 H 6.052 0.107 -3.499
56 O -2.086 2.096 -0.954
57 C -0.967 1.808 -1.399
58 O 0.218 1.808 -0.811
59 C -0.942 1.393 -2.836
60 C -2.150 1.270 -3.538
61 C -2.168 0.489 -4.686
62 C -1.005 -0.016 -5.151
63 C -0.982 -0.684 -6.397
64 C 0.181 -1.287 -6.815
65 C 1.349 -1.239 -6.086
66 C 1.324 -0.584 -4.794
67 C 0.218 0.177 -4.408
68 N 0.245 1.028 -3.339
69 H -3.003 1.943 -3.326
70 H -3.098 0.196 -5.155
71 H -1.882 -0.823 -6.979
72 H 0.167 -1.672 -7.826
73 H 2.284 -1.572 -6.414
74 H 2.138 -0.639 -4.086
75 F 5.443 6.942 -4.278
76 C 4.899 6.176 -3.247
77 C 3.545 5.654 -3.402
78 F 2.850 5.897 -4.548
79 C 2.973 4.864 -2.412
80 F 1.741 4.043 -2.793
81 C 3.653 4.511 -1.245
82 S 2.952 3.427 -0.043
83 C 5.008 4.874 -1.214
84 F 5.765 4.520 -0.185
85 C 5.614 5.714 -2.202
86 F 6.973 5.814 -2.167

Cartesian forces (eV/Å) of the 2 atoms listed first:
Lu -0.86 0.00 2.11
C -0.11 -0.68 0.06

---

# 2
Here is C20H19F2Si as an isolated structure in a non-equilibrium geometry from the OMol25 dataset. Energies are from ωB97M-V/def2-TZVPD.

ΔE to the lowest compared entry with this formula, charge and spin in eV: 1.038
Kohn-Sham gap in eV: 6.98
Net charge: +1

Atoms and positions in Å:
1 F 5.784 2.727 -0.262
2 C 4.456 2.495 0.037
3 C 4.152 1.929 1.277
4 C 2.828 1.678 1.574
5 C 1.784 1.876 0.620
6 C 0.480 1.175 0.815
7 C -0.829 1.872 0.626
8 C -1.871 1.632 1.573
9 C -3.194 1.871 1.268
10 C -3.505 2.433 0.041
11 F -4.833 2.641 -0.271
12 C -2.525 2.830 -0.859
13 C -1.176 2.602 -0.526
14 C 2.134 2.597 -0.546
15 C 3.470 2.859 -0.854
16 H 4.937 1.715 2.003
17 H 2.556 1.235 2.531
18 H 0.487 0.428 1.632
19 H -1.591 1.175 2.520
20 H -3.978 1.642 1.999
21 H -2.814 3.321 -1.774
22 H -0.437 2.919 -1.247
23 H 1.387 2.868 -1.284
24 H 3.761 3.362 -1.780
25 C -0.637 -0.775 -2.419
26 Si 0.339 -1.222 -0.912
27 H 0.322 0.006 0.176
28 C -0.314 -2.829 -0.257
29 C 0.090 -4.085 -0.757
30 C -0.465 -5.265 -0.240
31 C -1.438 -5.202 0.774
32 C -1.863 -3.949 1.258
33 C -1.306 -2.770 0.744
34 H -0.165 0.060 -2.940
35 H -0.568 -1.681 -3.045
36 H -1.684 -0.523 -2.222
37 H 1.729 -1.452 -1.404
38 H 0.825 -4.137 -1.552
39 H -0.162 -6.247 -0.630
40 H -1.878 -6.120 1.183
41 H -2.647 -3.893 2.028
42 H -1.642 -1.799 1.103

Cartesian forces (eV/Å) of the 2 atoms listed first:
F -1.95 -0.33 0.28
C 1.41 0.04 0.45

---

# 3
Here is C27H29BBrN6O4S3Y as an isolated structure in a non-equilibrium geometry from the OMol25 dataset. Energies are from ωB97M-V/def2-TZVPD.

ΔE to the lowest compared entry with this formula, charge and spin in eV: 0.584
Kohn-Sham gap in eV: 7.81

Atoms and positions in Å:
1 Y -0.252 0.054 0.302
2 C -2.227 1.449 4.309
3 N -1.766 2.358 3.277
4 C -1.127 3.559 3.485
5 C -0.877 4.086 2.268
6 N -1.350 3.216 1.314
7 B -1.477 3.548 -0.201
8 N -0.075 3.732 -0.896
9 C 0.047 4.522 -2.019
10 C 1.310 4.423 -2.485
11 N 1.971 3.559 -1.637
12 C 3.360 3.160 -1.714
13 C 1.112 3.146 -0.670
14 S 1.595 2.095 0.596
15 C -1.879 2.149 1.946
16 S -2.639 0.760 1.259
17 H -2.308 2.000 5.243
18 H -1.543 0.612 4.424
19 H -3.202 1.058 4.027
20 H -0.921 3.934 4.472
21 H -0.402 5.012 1.997
22 H -2.055 2.642 -0.720
23 H -2.053 4.602 -0.309
24 H -0.788 5.083 -2.397
25 H 1.792 4.882 -3.330
26 H 3.802 3.613 -2.599
27 H 3.435 2.076 -1.777
28 H 3.896 3.487 -0.824
29 O -0.993 -6.171 -1.807
30 C -0.954 -4.871 -1.465
31 C -2.093 -4.077 -1.349
32 C -1.939 -2.749 -1.009
33 N -0.748 -2.197 -0.785
34 C 0.313 -2.976 -0.872
35 Br 1.958 -2.117 -0.430
36 C 0.295 -4.305 -1.218
37 H -1.905 -6.463 -1.917
38 H -3.080 -4.488 -1.520
39 H -2.793 -2.089 -0.918
40 H 1.193 -4.900 -1.292
41 C 1.888 -1.895 3.294
42 S 0.240 -1.307 2.903
43 O -0.260 -2.111 1.778
44 O -0.540 -1.371 4.107
45 O 0.429 0.073 2.379
46 H 1.861 -2.330 4.289
47 H 2.563 -1.044 3.260
48 H 2.167 -2.639 2.554
49 N -0.218 0.392 -1.734
50 C 0.060 0.500 -2.956
51 C 1.353 -0.002 -3.552
52 C 2.334 0.909 -3.935
53 C 3.529 0.472 -4.484
54 C 3.745 -0.885 -4.689
55 C 2.757 -1.796 -4.345
56 C 1.570 -1.355 -3.775
57 C -0.852 1.153 -3.968
58 C -1.944 1.890 -3.518
59 C -2.794 2.520 -4.412
60 C -2.573 2.409 -5.778
61 C -1.504 1.655 -6.241
62 C -0.647 1.033 -5.343
63 H 2.144 1.969 -3.809
64 H 4.292 1.187 -4.766
65 H 4.673 -1.228 -5.128
66 H 2.911 -2.853 -4.519
67 H 0.791 -2.066 -3.525
68 H -2.111 1.957 -2.452
69 H -3.632 3.095 -4.038
70 H -3.233 2.905 -6.479
71 H -1.336 1.550 -7.305
72 H 0.180 0.446 -5.719

Cartesian forces (eV/Å) of the 2 atoms listed first:
Y -0.43 -0.69 0.32
C -0.04 -0.07 0.06